(1)
A molecular structure, C48H55CeF6N6O9S2Si, computed with ωB97M-V/def2-TZVPD.

Element x y z (Å)
Ce  -0.181  -0.013  0.232
C  3.474  0.639  -1.057
C  3.511  -0.400  0.064
N  2.441  -1.382  -0.108
C  2.749  -2.420  -1.082
C  2.404  -2.049  -2.532
S  0.845  -1.083  -2.758
C  1.488  0.428  -3.569
C  1.860  1.572  -2.610
N  2.099  1.087  -1.259
H  4.144  1.473  -0.804
H  3.841  0.199  -1.985
H  4.502  -0.882  0.095
H  3.323  0.100  1.012
H  2.273  -1.813  0.800
H  3.821  -2.685  -1.053
H  2.181  -3.311  -0.812
H  3.198  -1.474  -2.998
H  2.269  -2.969  -3.099
H  2.336  0.122  -4.176
H  0.682  0.742  -4.233
H  2.741  2.088  -3.020
H  1.044  2.290  -2.580
H  1.883  1.823  -0.587
O  -1.541  -1.058  2.070
H  -2.478  -0.890  1.763
H  -1.637  -1.494  2.928
O  -0.895  1.390  -1.751
H  -1.606  1.074  -2.355
H  -1.171  2.273  -1.459
O  -2.264  1.608  0.777
H  -1.487  2.194  0.942
H  -2.718  1.461  1.614
C  -5.636  -2.498  3.030
C  -4.283  -3.057  3.330
C  -3.728  -4.067  2.559
C  -2.472  -4.583  2.827
C  -1.721  -4.063  3.876
N  -0.463  -4.534  4.259
C  0.386  -5.473  3.757
O  1.179  -6.044  4.477
N  0.318  -5.819  2.413
C  0.106  -5.058  1.275
C  -0.012  -5.723  0.053
C  -0.256  -4.979  -1.081
C  -0.347  -3.596  -0.983
N  -0.196  -2.942  0.168
C  0.013  -3.660  1.269
C  -2.272  -3.043  4.654
C  -3.536  -2.556  4.391
H  -6.229  -3.194  2.442
H  -5.508  -1.579  2.459
H  -6.168  -2.261  3.948
H  -4.294  -4.472  1.733
H  -2.107  -5.404  2.233
H  -0.198  -4.264  5.198
H  0.788  -6.703  2.250
H  0.081  -6.799  0.011
H  -0.374  -5.458  -2.039
H  -0.569  -3.009  -1.861
H  0.136  -3.106  2.185
H  -1.705  -2.643  5.480
H  -3.952  -1.782  5.019
O  0.137  2.558  0.513
Si  0.454  4.049  0.110
C  -0.123  4.450  -1.686
C  0.766  4.730  -2.721
C  0.332  4.950  -4.016
C  -1.017  4.891  -4.319
C  -1.922  4.626  -3.307
C  -1.478  4.414  -2.013
C  2.335  4.359  0.189
C  2.991  5.499  -0.263
C  4.358  5.650  -0.100
C  5.104  4.668  0.530
C  4.470  3.533  1.002
C  3.106  3.391  0.820
C  -0.345  5.370  1.229
C  0.447  6.322  1.862
C  -0.104  7.327  2.633
C  -1.477  7.404  2.792
C  -2.284  6.453  2.189
C  -1.720  5.447  1.425
H  1.825  4.775  -2.513
H  1.044  5.164  -4.798
H  -1.359  5.037  -5.332
H  -2.977  4.581  -3.530
H  -2.210  4.232  -1.238
H  2.430  6.290  -0.738
H  4.849  6.540  -0.468
H  6.170  4.787  0.658
H  5.031  2.757  1.506
H  2.603  2.514  1.193
H  1.520  6.268  1.745
H  0.536  8.063  3.099
H  -1.916  8.202  3.374
H  -3.358  6.510  2.307
H  -2.363  4.706  0.969
C  2.582  1.350  3.650
C  1.523  0.271  3.323
O  1.313  0.006  2.031
C  0.181  0.707  4.005
F  -0.655  1.212  3.066
F  0.291  1.652  4.945
F  -0.492  -0.302  4.590
C  2.012  -1.034  4.022
F  1.168  -2.064  3.852
F  2.217  -0.933  5.345
F  3.174  -1.427  3.480
H  2.201  2.333  3.390
H  3.472  1.143  3.064
H  2.830  1.329  4.708
O  -3.932  -0.714  1.084
C  -3.794  -0.901  -0.133
N  -2.635  -0.831  -0.782
S  -2.874  -1.036  -2.390
O  -2.046  -2.085  -2.914
O  -2.783  0.226  -3.099
C  -4.592  -1.507  -2.304
C  -5.473  -1.964  -3.254
C  -6.777  -2.221  -2.845
C  -7.173  -1.987  -1.536
C  -6.270  -1.517  -0.593
C  -4.959  -1.297  -0.988
H  -5.156  -2.122  -4.273
H  -7.489  -2.609  -3.555
H  -8.195  -2.183  -1.246
H  -6.574  -1.339  0.426

The relative energy (zero: lowest compared OMol25 entry of this formula, charge and spin) is 0.0 kcal per mole. For the LUMO energy (spin up / spin down), the calculation gives 0.21 / 0.21 eV. As for the expectation value of S²: 0.7506. The gap between HOMO and LUMO (spin up / spin down) is 8.691 / 8.692 eV. The charge is 0. For the HOMO energy (spin up / spin down), the calculation gives -8.48 / -8.48 eV. Its spin multiplicity is 2.


(2)
A molecular structure, C48H55FN5O7PTi, computed with ωB97M-V/def2-TZVPD.

Element x y z (Å)
Ti  0.675  0.686  -0.113
C  2.946  -3.493  -1.551
C  1.715  -3.500  -0.647
C  1.508  -4.893  -0.056
P  1.581  -1.891  0.423
C  3.144  -1.795  1.534
C  2.912  -1.601  3.038
C  4.223  -2.862  1.337
C  0.300  -2.534  1.557
C  0.743  -3.498  2.456
C  -0.053  -4.072  3.425
C  0.473  -5.147  4.334
C  -1.359  -3.611  3.523
C  -1.827  -2.661  2.647
C  -1.039  -2.111  1.619
N  -1.656  -1.283  0.695
C  -3.083  -1.260  0.757
C  -3.822  -2.378  0.344
C  -3.127  -3.574  -0.243
C  -5.193  -2.398  0.556
C  -5.847  -1.331  1.157
C  -7.315  -1.369  1.477
C  -5.099  -0.211  1.511
C  -3.730  -0.153  1.323
C  -2.935  1.021  1.797
H  2.730  -3.958  -2.514
H  3.762  -4.056  -1.106
H  3.282  -2.474  -1.732
H  0.838  -3.319  -1.287
H  2.335  -5.203  0.579
H  1.427  -5.617  -0.868
H  0.588  -4.938  0.520
H  3.565  -0.854  1.159
H  3.032  -2.535  3.583
H  1.928  -1.204  3.267
H  3.651  -0.897  3.419
H  3.865  -3.862  1.575
H  5.051  -2.642  2.012
H  4.616  -2.860  0.325
H  1.762  -3.831  2.376
H  1.499  -5.406  4.071
H  -0.148  -6.044  4.258
H  0.460  -4.812  5.372
H  -2.023  -4.003  4.283
H  -2.846  -2.328  2.763
H  -2.311  -3.270  -0.897
H  -3.825  -4.195  -0.803
H  -2.696  -4.178  0.558
H  -5.756  -3.278  0.266
H  -7.755  -2.322  1.191
H  -7.844  -0.574  0.953
H  -7.477  -1.218  2.545
H  -5.593  0.625  1.985
H  -3.578  1.786  2.226
H  -2.357  1.463  0.980
H  -2.227  0.700  2.563
C  2.713  -0.459  -3.609
C  1.336  -0.622  -4.251
C  0.535  -1.730  -3.565
C  0.465  0.615  -4.246
C  -0.304  0.810  -5.387
C  -1.192  1.860  -5.488
C  -1.307  2.737  -4.427
C  -0.532  2.597  -3.287
C  -0.636  3.645  -2.209
C  -1.982  3.521  -1.494
C  -0.416  5.054  -2.767
C  0.345  1.499  -3.157
N  1.162  1.354  -2.009
C  2.290  2.095  -2.029
C  2.725  2.894  -3.120
C  3.942  3.537  -3.124
C  4.822  3.444  -2.055
C  4.438  2.684  -0.961
C  3.223  2.049  -0.973
F  2.896  1.257  0.133
H  3.361  -1.290  -3.890
H  2.620  -0.435  -2.522
H  3.182  0.468  -3.935
H  1.496  -0.903  -5.303
H  0.285  -1.402  -2.552
H  1.105  -2.656  -3.533
H  -0.397  -1.904  -4.103
H  -0.193  0.124  -6.219
H  -1.782  1.994  -6.385
H  -1.999  3.564  -4.503
H  0.158  3.470  -1.480
H  -2.809  3.762  -2.164
H  -2.019  4.193  -0.637
H  -2.101  2.492  -1.150
H  -1.218  5.369  -3.435
H  0.527  5.091  -3.309
H  -0.352  5.766  -1.947
H  2.073  2.998  -3.976
H  4.222  4.130  -3.986
H  5.772  3.961  -2.064
H  5.073  2.590  -0.092
O  0.036  -0.156  3.657
C  0.321  0.601  2.726
O  0.943  0.172  1.654
C  0.069  2.057  2.796
C  -0.259  2.674  3.997
C  -0.354  4.073  4.074
C  0.016  4.856  2.972
C  0.355  4.256  1.759
C  0.237  2.833  1.611
O  0.190  2.268  0.450
N  0.882  5.004  0.716
O  0.776  6.256  0.735
O  1.506  4.408  -0.203
N  -0.757  4.706  5.249
O  -1.055  4.020  6.253
O  -0.830  5.955  5.270
H  -0.425  2.078  4.880
H  0.075  5.929  3.053
N  -1.677  -0.085  -1.301
C  -1.030  -0.439  -0.257
H  -2.632  -0.472  -1.401

The relative energy (zero: lowest compared OMol25 entry of this formula, charge and spin) is 32.8 kcal per mole. For the LUMO energy (spin up / spin down), the calculation gives 3.89 / 3.89 eV. As for the expectation value of S²: 2.0307. The gap between HOMO and LUMO (spin up / spin down) is 3.792 / 6.513 eV. The charge is -2. For the HOMO energy (spin up / spin down), the calculation gives 0.10 / -2.62 eV. Its spin multiplicity is 3.


Which of these has the lowest relative energy (zero: lowest compared OMol25 entry of this formula, charge and spin)? C48H55CeF6N6O9S2Si


What is the formula in the second record? C48H55FN5O7PTi


Number 1 is which compound? C48H55CeF6N6O9S2Si


Which of these has the highest charge? C48H55CeF6N6O9S2Si